C20H17NO9 in the gas phase in a non-equilibrium geometry, computed with ωB97M-V/def2-TZVPD.

```
47
Properties=species:S:1:pos:R:3:forces:R:3
C 6.31011 -1.84043 -3.53489 -0.1 -1.7 0.5
O 5.70834 -1.04240 -2.51636 -1.4 -0.3 -0.1
C 4.38046 -1.30873 -2.18313 0.1 0.8 0.6
C 3.65826 -2.45527 -2.55724 -0.7 -0.6 0.0
C 2.36716 -2.64604 -2.05674 -0.1 -0.2 -0.9
O 1.64986 -3.73224 -2.48423 -0.1 0.8 1.2
C 1.73853 -1.69171 -1.19954 -0.6 -0.6 0.2
C 0.44908 -1.90312 -0.63941 -1.5 0.1 1.0
O -0.26535 -3.04394 -0.86579 0.7 0.7 -0.3
C -0.16851 -0.95750 0.22740 0.1 0.3 0.9
C 0.54658 0.22375 0.59077 1.5 0.1 -1.1
C 1.80960 0.40308 0.05131 -0.6 0.5 0.7
C 2.43552 -0.51287 -0.83912 0.6 -0.6 -0.5
C 3.73990 -0.35598 -1.37371 0.3 0.1 0.3
C -0.05450 1.33038 1.42467 -0.6 -1.1 1.5
C -1.17946 0.83345 2.41872 0.2 -0.3 -0.5
O -0.50293 0.05316 3.39055 -0.2 -0.1 0.3
C -1.89249 2.01375 3.06674 0.1 -0.5 -0.9
C -2.79074 2.75403 2.09476 0.8 0.9 -0.2
O -2.86411 3.95646 2.30297 -0.9 0.0 -0.5
C -3.41373 2.06994 0.93182 1.1 -0.1 1.7
C -4.28255 2.79574 -0.00950 -1.0 0.8 -1.8
N -4.49798 4.15274 -0.04907 0.7 -0.8 1.8
O -4.86907 2.21773 -0.94835 0.5 -1.5 0.4
C -3.10780 0.72191 0.75367 -1.1 0.9 -1.5
O -3.66268 0.11540 -0.29035 1.2 -0.9 1.4
C -2.19519 -0.10789 1.69174 -0.1 0.3 0.4
O -3.04241 -0.71854 2.69228 0.2 0.3 -0.8
C -1.44567 -1.21009 0.90525 -1.0 -0.6 -2.1
O -2.12635 -2.22678 0.66099 0.7 0.5 0.5
H 5.56784 -2.14262 -4.29561 0.4 0.2 0.3
H 6.77040 -2.79079 -3.08515 -0.7 1.3 -0.6
H 7.10366 -1.27153 -4.00480 0.0 0.2 0.1
H 4.01288 -3.22334 -3.24602 0.1 0.3 0.3
H 0.81615 -3.73123 -1.92121 0.9 -0.4 -1.0
H -1.16190 -2.92194 -0.42973 0.2 -0.2 0.1
H 2.34602 1.29484 0.36784 0.1 -0.1 -0.2
H 4.28180 0.52413 -1.06133 0.2 0.1 -0.1
H -0.40030 2.11350 0.77801 -0.5 0.4 -0.4
H 0.68480 1.78934 2.09306 0.1 -0.2 -0.3
H -1.14625 -0.28334 4.04658 0.3 0.2 -0.6
H -1.16113 2.72161 3.48764 -0.4 -0.2 -0.2
H -2.55077 1.65416 3.84024 -0.2 -0.3 0.6
H -4.34759 4.62815 0.83730 0.0 0.3 -0.4
H -5.32344 4.33317 -0.61043 0.3 0.3 0.2
H -4.27405 0.77852 -0.71703 -0.4 0.5 -0.4
H -3.65000 -1.36063 2.26442 0.7 0.4 0.1
```
Forces are in eV/Å.

As for the calculated total energy: -1504.30590 hartree. The calculation puts the HOMO-LUMO gap at 7.1 eV. Its spin multiplicity is 1. As for the HOMO energy: -7.85 eV. The SMILES is COc1cc(O)c2c(O)c3c(cc2c1)C[C@@]1(O)CC(=O)C(C(N)=O)=C(O)[C@@]1(O)C3=O. For the energy relative to the best compared isomer or geometry (same formula, charge and spin), the calculation gives 0.0 kcal per mole.

A molecular structure, C20H18AgF3NO2P in a non-equilibrium geometry, computed with ωB97M-V/def2-TZVPD.

```
46
Properties=species:S:1:pos:R:3:forces:R:3
Ag -0.31694 -0.25686 -1.08342 1.2 -0.1 -0.1
C 3.60476 -0.55476 -1.63212 -0.3 0.1 -0.2
P 2.09756 -0.19226 -0.60912 0.0 0.0 -0.1
C 2.30786 -1.36226 0.78878 -0.1 0.0 -0.1
C 2.28126 -1.10646 2.15388 0.1 0.2 -0.1
C 2.30476 -2.15116 3.06388 0.1 -0.1 0.1
C 2.37606 -3.46366 2.63548 0.0 0.0 0.0
C 2.39406 -3.73316 1.27588 0.0 -0.1 0.0
C 2.33506 -2.69606 0.36718 0.1 0.2 0.0
C 2.33756 1.56584 -0.17582 -0.1 -0.1 0.0
C 1.98816 2.13854 1.04308 0.1 -0.1 -0.1
C 2.00376 3.51514 1.19858 0.1 0.0 0.0
C 2.33636 4.33944 0.13698 -0.1 0.0 0.1
C 2.65606 3.78104 -1.08932 0.1 0.1 -0.1
C 2.65996 2.40914 -1.24302 0.0 -0.2 0.1
H 3.33766 -0.55166 -2.68982 0.0 0.0 0.1
H 3.99176 -1.54106 -1.38492 0.0 0.0 0.0
H 4.37526 0.19524 -1.46262 0.0 0.0 0.1
H 2.25486 -0.09986 2.53848 0.0 0.0 0.0
H 2.27196 -1.93146 4.12208 0.0 0.0 0.0
H 2.40686 -4.27026 3.35368 0.0 0.0 0.0
H 2.45296 -4.75266 0.92358 0.0 -0.1 0.0
H 2.32386 -2.91996 -0.69292 0.0 -0.1 0.0
H 1.67886 1.52424 1.87128 -0.1 0.0 0.0
H 1.74036 3.94094 2.15608 0.0 0.0 0.0
H 2.32056 5.41324 0.25718 0.0 0.1 0.0
H 2.89576 4.41384 -1.93282 0.0 0.0 0.0
H 2.89596 1.98854 -2.21152 0.0 0.0 -0.1
F -6.87504 -1.47736 -0.31322 0.2 -0.2 0.0
C -6.33824 -0.28006 -0.57532 -0.6 0.1 0.1
F -7.10594 0.28014 -1.53222 0.1 0.0 -0.1
F -6.51244 0.46744 0.52428 0.3 0.1 0.1
C -4.90494 -0.34946 -1.01822 0.3 0.0 -0.1
C -4.24974 -1.56286 -1.18072 -0.2 0.3 0.1
C -2.95394 -1.53876 -1.66552 -0.1 -0.2 -0.1
N -2.31274 -0.41506 -1.99232 -0.5 0.0 0.1
C -2.95264 0.74484 -1.81872 -0.2 0.2 -0.1
C -4.24464 0.83404 -1.33442 -0.1 -0.4 0.0
H -4.73404 -2.49076 -0.91992 0.0 -0.1 -0.1
H -2.40874 -2.46166 -1.81952 0.0 0.0 0.1
H -2.40404 1.63634 -2.09592 0.0 0.0 0.1
H -4.72854 1.78894 -1.19682 0.0 0.1 -0.1
O -1.03434 1.27614 0.64458 0.2 0.8 -0.5
C -1.39894 0.29814 1.31498 -0.5 0.1 1.2
O -1.24344 -0.89626 1.01498 0.0 -0.9 -0.2
H -1.91064 0.50464 2.28558 0.1 0.0 -0.2
```
Forces are in eV/Å.

As for the calculated total energy: -1766.11154 hartree. The calculation puts the HOMO-LUMO gap at 8.0 eV. Its spin multiplicity is 1. As for the HOMO energy: -7.99 eV. For the energy relative to the best compared isomer or geometry (same formula, charge and spin), the calculation gives 22.2 kcal per mole.

C20H18Br2N2O7 in the gas phase in a non-equilibrium geometry, computed with ωB97M-V/def2-TZVPD.

```
49
Properties=species:S:1:pos:R:3:forces:R:3
O 1.73980 1.91438 -0.70469 0.0 0.0 -0.1
C 2.58014 2.36004 0.03293 -0.4 0.2 0.3
C 2.31536 2.93974 1.40235 -0.1 -0.2 0.0
C 1.81031 1.86670 2.37525 0.2 0.2 0.0
N 0.55781 1.28689 1.94800 0.3 0.2 0.2
C 0.46680 0.02108 1.41137 -0.3 -0.1 0.0
O 1.41566 -0.70041 1.23934 0.0 0.0 0.1
C -0.99262 -0.26945 1.14874 0.0 -0.3 -0.1
C -1.33284 -0.41287 -0.34444 0.2 -0.3 0.0
C -1.36159 1.04849 -0.80147 0.0 0.0 -0.1
C -2.38495 1.48581 0.24786 -0.1 0.3 -0.1
C -3.53859 0.52248 -0.03885 -0.3 0.2 0.1
Br -4.68561 1.23318 -1.46881 0.1 -0.1 0.2
C -2.81964 -0.76371 -0.48031 0.0 -0.3 -0.1
Br -3.38706 -2.31901 0.56874 0.0 0.1 -0.2
C -1.73130 1.01130 1.55907 -0.3 0.1 0.0
C -0.64663 1.95784 2.03200 -0.2 -0.4 -0.1
O -0.76713 3.08654 2.42393 0.0 0.4 0.1
O 3.87849 2.41804 -0.26096 0.6 0.0 0.1
C 4.30932 2.01305 -1.55813 0.0 0.1 -0.6
C 5.30153 0.85580 -1.45166 -0.4 0.4 0.1
O 6.42614 0.96415 -1.87052 0.0 0.0 0.0
C 4.82153 -0.38496 -0.79316 0.1 -0.6 0.2
C 5.74933 -1.12698 -0.05672 -0.1 0.1 0.0
C 5.38327 -2.30935 0.56011 0.0 0.1 -0.1
C 4.09344 -2.79010 0.41894 -0.4 0.0 -0.2
C 3.18393 -2.06805 -0.34172 1.2 0.3 0.2
N 1.85218 -2.59306 -0.52275 -0.4 -0.3 -0.2
O 1.52972 -3.55571 0.13079 -0.1 -0.3 0.2
O 1.14439 -2.05472 -1.34874 -0.1 0.1 -0.3
C 3.52328 -0.86152 -0.93554 0.0 -0.1 0.0
H 3.23401 3.37726 1.78952 -0.1 0.0 0.0
H 1.54916 3.71283 1.31027 0.1 0.0 0.0
H 2.53010 1.04774 2.45571 -0.1 0.1 0.1
H 1.65512 2.32627 3.35508 0.1 -0.1 -0.1
H -1.26799 -1.16497 1.71089 0.1 0.1 0.0
H -0.66834 -1.08372 -0.88497 -0.2 0.0 0.1
H -0.39622 1.53878 -0.71401 0.0 0.0 0.0
H -1.72684 1.16740 -1.82053 0.0 0.0 0.0
H -2.67028 2.53581 0.26060 0.0 -0.1 0.0
H -4.20566 0.37512 0.81064 0.1 0.0 -0.2
H -3.05379 -1.02826 -1.51210 0.0 0.0 0.2
H -2.46534 0.88520 2.35800 0.1 0.0 0.0
H 4.81698 2.86701 -2.01626 -0.1 -0.2 0.1
H 3.43895 1.72714 -2.16037 0.2 0.0 0.1
H 6.75783 -0.75025 0.02528 0.1 0.0 0.0
H 6.10522 -2.86262 1.14021 0.0 -0.1 0.0
H 3.77883 -3.71593 0.87585 0.0 0.0 0.0
H 2.77087 -0.33722 -1.50500 0.0 0.1 0.0
```
Forces are in eV/Å.

As for the calculated total energy: -6557.15706 hartree. The calculation puts the HOMO-LUMO gap at 9.5 eV. Its spin multiplicity is 1. As for the HOMO energy: -10.17 eV. The SMILES is O=C(CCN1C(=O)[C@@H]2[C@@H]3C[C@@H]([C@@H](Br)[C@@H]3Br)[C@@H]2C1=O)OCC(=O)c1cccc([N+](=O)[O-])c1.

A molecular structure, C20H18BrEuF3NO5P3 in a non-equilibrium geometry, computed with ωB97M-V/def2-TZVPD.

```
52
Properties=species:S:1:pos:R:3:forces:R:3
C 5.31366 -1.02240 -0.69486 0.1 2.0 0.9
P 3.66652 -0.26810 -1.22995 -0.5 -0.9 -1.1
C 4.16591 1.33412 -2.02209 -0.3 0.4 0.0
C 2.77665 -0.03899 0.36727 1.0 0.5 0.5
C 3.32762 -0.49973 1.58213 -0.3 -0.3 0.1
C 2.68015 -0.34512 2.82057 -1.0 -1.1 0.3
P 3.60295 -0.96736 4.32141 1.7 1.8 1.1
N 3.73226 -2.71159 4.12349 -1.0 0.1 -0.8
O 2.70238 -0.65441 5.68021 -0.3 -0.8 -2.0
C 1.41020 0.25914 2.87599 1.1 -0.2 -0.3
C 0.86723 0.71351 1.67395 -0.6 0.3 0.1
C 1.52838 0.59372 0.43672 -0.5 0.0 0.4
C 0.79780 1.19635 -0.75337 -0.9 0.0 -0.3
O 1.34846 1.84528 -1.60226 0.6 -0.2 0.2
C -0.71385 1.00219 -0.79919 -0.3 -0.7 -1.2
C -1.35837 1.14335 0.44099 0.1 0.1 1.1
C -2.74005 1.01109 0.57229 -1.0 -0.2 -2.9
Br -3.64902 1.13703 2.25578 0.6 -0.1 -0.8
C -3.50004 0.76068 -0.68011 1.2 0.0 3.6
P -5.35797 0.62424 -0.55171 -1.1 0.2 -2.4
C -5.82323 -0.79861 0.54284 1.0 0.5 0.6
O -5.79958 2.06910 0.11358 0.1 -0.9 0.8
C -2.84391 0.61799 -1.92650 -0.4 0.0 -0.3
C -3.76697 0.37149 -3.13492 0.2 0.3 0.6
C -4.36342 -1.06092 -3.15012 -0.2 0.6 -0.4
O -5.39778 -1.24457 -3.71977 0.0 -0.3 -0.1
C -1.43877 0.70316 -2.03374 0.3 0.4 2.7
C -0.71257 0.50514 -3.35057 0.5 0.1 0.1
F 0.51294 -0.06378 -3.19509 -0.2 0.0 0.2
F -1.35016 -0.32343 -4.19291 0.0 0.4 0.2
F -0.51002 1.69842 -3.93073 -0.3 -0.5 -0.2
C -0.50442 1.41390 1.68838 0.5 -0.5 -1.4
O -0.82347 2.12444 2.59180 0.0 -0.1 0.3
H 5.63210 -0.45310 0.20616 0.2 -0.7 -0.2
H 5.21081 -2.09276 -0.44740 0.8 2.2 -1.5
H 6.11003 -0.85473 -1.43680 -0.5 -0.5 0.0
H 3.84485 2.19975 -1.42129 0.3 -0.4 -0.1
H 5.23611 1.39626 -2.26882 -0.3 -0.2 0.3
H 3.58772 1.40113 -2.95950 0.3 -0.2 0.4
H 4.32074 -0.98083 1.62693 -0.2 0.4 -0.1
H 3.22686 -2.95668 3.26603 -0.5 -0.1 0.3
H 3.24314 -3.18227 4.88874 0.3 -0.2 -0.1
H 1.76052 -0.85294 5.53465 0.0 0.1 0.5
H 0.91042 0.36029 3.84282 -0.1 0.2 -0.5
H -4.92434 -1.17645 1.05659 -0.5 -0.2 -0.1
H -6.28264 -1.56532 -0.10024 0.1 0.4 0.4
H -6.51321 -0.43358 1.32090 0.1 -0.3 -0.4
H -6.10760 1.93122 1.02302 0.2 0.5 0.0
H -3.31792 0.66182 -4.09515 -0.1 -0.5 0.4
H -4.63402 1.04413 -3.00689 0.3 -0.5 -0.1
H -3.88131 -1.91722 -2.61600 0.3 0.5 0.0
Eu 4.79822 -3.65399 0.46676 -0.9 -1.5 1.5
```
Forces are in eV/Å.

As for the calculated total energy: -5811.17535 hartree. The calculation puts the HOMO-LUMO gap (alpha / beta) at 2.2 / 2.4 eV. Its spin multiplicity is 8. As for the HOMO energy (alpha / beta): -11.65 / -11.65 eV. Its net charge is +2. For the energy relative to the best compared isomer or geometry (same formula, charge and spin), the calculation gives 0.0 kcal per mole.

A molecular structure, C20H18BrFeN4O in a non-equilibrium geometry, computed with ωB97M-V/def2-TZVPD.

```
45
Properties=species:S:1:pos:R:3:forces:R:3
Fe 0.07028 0.19509 -0.66445 -0.9 -2.2 2.9
C 0.31199 -1.66873 3.70574 -0.1 0.0 -0.1
C 0.45922 -0.85470 2.46040 -1.0 -0.7 -0.1
N -0.32615 -0.96742 1.44182 1.1 1.6 -1.5
N -1.35513 -1.78126 1.38600 -1.3 -1.4 0.8
C -1.86709 -1.94102 0.16787 1.0 0.4 1.9
O -1.41058 -1.29490 -0.81266 1.1 1.8 -1.8
C -2.92151 -2.93676 -0.03354 -0.2 -0.1 -0.3
C -2.95554 -3.57912 -1.27237 0.0 0.1 0.2
C -3.89340 -4.56311 -1.51185 -0.1 -0.1 0.0
C -4.81872 -4.88298 -0.52918 0.0 0.0 0.0
C -4.80487 -4.22457 0.69256 0.0 -0.1 0.0
C -3.85157 -3.25815 0.95282 0.2 0.1 -0.1
C 1.62172 0.00475 2.27742 0.4 0.3 -0.1
C 2.57305 0.19983 3.28364 -0.3 -0.1 -0.4
C 3.74532 0.86725 2.98006 -0.1 0.1 -0.2
C 3.93470 1.33335 1.68839 -0.1 -0.1 0.1
C 2.91841 1.15351 0.76325 0.2 0.2 0.0
N 1.79079 0.51930 1.04632 -0.6 0.1 -0.5
H -0.54845 -2.32869 3.61751 0.1 0.1 0.0
H 0.18938 -1.02681 4.57769 0.0 0.0 0.1
H 1.21086 -2.26981 3.84837 0.0 0.0 0.1
H -2.22149 -3.31562 -2.01972 0.0 0.0 -0.1
H -3.89723 -5.08642 -2.45702 0.0 0.0 0.0
H -5.55790 -5.64684 -0.71807 -0.1 -0.1 0.0
H -5.53346 -4.48262 1.44671 0.0 0.0 0.1
H -3.83222 -2.74735 1.90247 0.1 0.0 0.1
H 2.40099 -0.18141 4.27656 0.0 -0.1 0.0
H 4.49785 1.01132 3.73830 0.1 0.0 0.1
H 4.85040 1.81606 1.39566 0.1 0.1 0.0
H 3.01389 1.52102 -0.24875 0.1 0.0 -0.1
C -3.43869 4.70992 -0.65146 -0.1 0.1 0.1
C -2.40606 3.68624 -0.98456 0.2 -0.3 0.1
C -1.69793 3.73373 -2.18516 0.1 -0.3 0.3
C -0.72835 2.78662 -2.49512 0.4 -0.2 -0.4
C -0.51874 1.81752 -1.53414 -1.3 0.9 0.8
Br 1.57531 -0.56291 -2.10243 0.4 0.0 -0.6
N -1.17789 1.78049 -0.41410 1.2 -0.7 -1.0
C -2.11451 2.65367 -0.08868 -0.5 0.5 0.1
H -3.54200 5.42761 -1.45987 -0.1 0.1 0.0
H -3.15678 5.24547 0.25376 0.0 0.1 0.0
H -4.40789 4.24812 -0.47062 0.0 0.0 0.0
H -1.91740 4.52136 -2.89026 0.0 0.0 -0.1
H -0.19036 2.81335 -3.42566 0.1 0.0 -0.1
H -2.63551 2.54669 0.85283 0.1 -0.1 0.0
```
Forces are in eV/Å.

As for the calculated total energy: -4904.67174 hartree. The calculation puts the HOMO-LUMO gap (alpha / beta) at 5.2 / 5.8 eV. Its spin multiplicity is 5. As for the HOMO energy (alpha / beta): -10.78 / -10.71 eV. Its net charge is +1. For the energy relative to the best compared isomer or geometry (same formula, charge and spin), the calculation gives 12.5 kcal per mole.